No. 1
This record from the OMol25 dataset describes a 2-piece molecular cluster, C4H9O overall at a distorted geometry. The level of theory is the ωB97M-V functional and the def2-TZVPD basis.

As for the net charge: -1. The value obtained for the energy relative to the best compared isomer or geometry (same formula, charge and spin) is 1.5688 eV. Its spin multiplicity is 1.

```
14
Properties=species:S:1:pos:R:3:forces:R:3
C 1.720 -0.764 -0.674 0.503 1.146 -0.136
O 2.752 0.054 -0.832 -0.060 -0.182 -0.017
C 0.330 -0.380 -1.234 0.535 -0.434 -0.069
C 0.573 -0.390 0.269 0.011 -0.917 -0.262
C -0.108 -1.503 1.054 -0.140 0.459 0.026
H 1.936 -1.847 -0.726 -0.296 -0.181 0.141
H -3.376 5.289 0.285 0.567 0.300 -0.636
H 0.313 0.540 -1.801 -0.049 0.107 0.114
H -0.229 -1.212 -1.655 -0.367 0.106 0.115
H -3.825 5.047 0.791 -0.566 -0.301 0.636
H 0.765 0.556 0.756 -0.202 0.077 0.025
H 0.432 -2.440 0.900 -0.057 -0.107 0.042
H -0.136 -1.289 2.126 0.126 -0.056 0.042
H -1.148 -1.661 0.741 -0.005 -0.018 -0.020
```
Forces are in eV/Å.

---

No. 2
This record from the OMol25 dataset describes a 2-piece molecular cluster, C4H9O overall at a distorted geometry. The level of theory is the ωB97M-V functional and the def2-TZVPD basis.

As for the net charge: -1. The value obtained for the energy relative to the best compared isomer or geometry (same formula, charge and spin) is 1.5267 eV. Its spin multiplicity is 1.

```
14
Properties=species:S:1:pos:R:3:forces:R:3
C 0.481 -0.070 0.914 0.137 0.306 -0.390
O 0.528 0.886 1.810 0.018 0.045 0.213
C 1.114 0.092 -0.497 -0.461 0.129 0.357
C -0.393 0.012 -0.331 -0.539 -0.880 0.072
C -1.142 -1.231 -0.824 0.212 0.301 -0.020
H 0.577 -1.126 1.226 -0.039 -0.212 0.209
H -1.180 2.835 -3.306 -0.081 -0.142 0.059
H 1.509 1.079 -0.682 0.294 0.029 -0.146
H 1.591 -0.771 -0.948 0.141 0.067 -0.229
H -1.443 2.215 -2.983 0.093 0.135 -0.049
H -0.985 0.914 -0.384 0.220 0.277 -0.069
H -1.421 -1.894 0.001 0.069 -0.039 0.058
H -2.071 -0.959 -1.332 -0.012 0.004 -0.089
H -0.541 -1.816 -1.530 -0.053 -0.019 0.024
```
Forces are in eV/Å.

---

No. 3
This record from the OMol25 dataset describes a 2-piece molecular cluster, C4H9O2 overall at a distorted geometry. The level of theory is the ωB97M-V functional and the def2-TZVPD basis.

As for the net charge: -1. The value obtained for the energy relative to the best compared isomer or geometry (same formula, charge and spin) is 0.6152 eV. Its spin multiplicity is 1.

```
15
Properties=species:S:1:pos:R:3:forces:R:3
C -1.223 -1.377 -0.984 -0.079 1.193 -0.493
C -2.243 -0.295 -1.421 0.040 -0.691 -0.699
H -1.688 -2.360 -1.054 0.330 -0.128 0.428
H -0.395 -1.307 -1.691 0.033 -0.394 -0.109
H -0.711 -1.065 -0.055 -0.608 -0.866 -0.007
H -3.293 -0.587 -1.325 0.041 0.037 0.723
H -2.191 -0.174 -2.516 0.297 0.493 0.274
H -2.026 0.624 -0.881 -0.263 0.213 -0.278
C 2.472 1.274 1.264 -0.390 2.199 0.181
C 1.337 0.293 1.661 -0.216 -0.158 -1.462
O 0.793 0.520 2.750 -0.087 -0.179 0.436
O 0.999 -0.544 0.762 0.673 0.552 0.960
H 2.104 2.025 0.531 -0.116 -0.987 -0.454
H 3.440 0.935 0.919 0.007 -0.567 -0.115
H 2.623 2.037 2.041 0.338 -0.719 0.616
```
Forces are in eV/Å.

---

One value per record, in order, for orbital gap: 6.05; 6.17; 8.18 eV.